{"formula": "C3H4P2", "method": "ωB97M-V/def2-TZVPD", "lumo_ev": [-0.97, -0.97], "e_tot_ha": -799.252156, "gap_ev": [7.69, 7.69], "smiles": "[H]/P=C1\\PC1=C", "spin_multiplicity": 1, "symbols": ["C", "C", "C", "P", "P", "H", "H", "H", "H"], "coordinates": [[0.85, -0.25, 0.11], [-0.40, 0.16, 0.43], [-1.05, 1.29, 0.23], [2.55, -0.11, 0.30], [-0.83, -1.55, 0.21], [-0.52, 2.19, -0.04], [-2.20, 1.23, 0.09], [2.90, -1.53, -0.26], [-1.29, -1.42, -1.08]]}


{"formula": "C19H24AsInN4O4S2", "method": "ωB97M-V/def2-TZVPD", "lumo_ev": -0.32, "e_tot_ha": -4480.729586, "gap_ev": 7.83, "spin_multiplicity": 1, "symbols": ["In", "O", "C", "O", "C", "C", "C", "C", "C", "N", "C", "O", "O", "H", "H", "H", "S", "C", "C", "N", "C", "H", "H", "H", "S", "C", "C", "C", "C", "C", "C", "H", "H", "H", "H", "H", "C", "As", "C", "C", "H", "H", "H", "H", "H", "H", "H", "H", "H", "N", "N", "H", "H", "H", "H"], "coordinates": [[-0.48, 0.46, -1.90], [-0.85, 2.73, 1.87], [-0.86, 2.28, 0.73], [-0.13, 1.33, 0.26], [-1.82, 2.87, -0.28], [-2.74, 3.85, 0.03], [-3.55, 4.34, -0.99], [-3.40, 3.86, -2.28], [-2.47, 2.85, -2.50], [-1.73, 2.38, -1.51], [-2.23, 2.21, -3.87], [-2.75, 2.74, -4.84], [-1.48, 1.18, -3.82], [-2.80, 4.21, 1.05], [-4.29, 5.10, -0.78], [-3.97, 4.22, -3.12], [-1.88, -1.85, 1.89], [-3.10, -0.73, 1.43], [-2.92, -0.35, 0.15], [-1.84, -0.92, -0.47], [-1.20, -1.74, 0.33], [-3.86, -0.43, 2.13], [-3.56, 0.32, -0.41], [-0.30, -2.27, 0.05], [0.62, -0.75, -3.73], [1.45, -2.18, -3.10], [2.85, -2.20, -3.07], [3.52, -3.37, -2.74], [2.81, -4.53, -2.44], [1.42, -4.50, -2.46], [0.74, -3.34, -2.78], [3.40, -1.31, -3.34], [4.60, -3.39, -2.73], [3.34, -5.44, -2.20], [0.87, -5.40, -2.23], [-0.34, -3.32, -2.81], [0.25, 1.39, 4.96], [0.49, 0.50, 3.22], [1.44, -1.08, 3.98], [2.10, 1.51, 2.74], [1.19, 1.40, 5.51], [-0.50, 0.86, 5.56], [-0.09, 2.41, 4.79], [2.26, -0.77, 4.63], [1.83, -1.73, 3.19], [0.74, -1.66, 4.57], [2.89, 1.37, 3.47], [1.84, 2.57, 2.70], [2.48, 1.23, 1.75], [1.91, -1.91, 0.01], [1.62, -0.56, -0.40], [2.57, -1.92, 0.78], [2.33, -2.40, -0.77], [2.47, -0.03, -0.59], [1.16, -0.10, 0.38]]}